11
Properties=species:S:1:pos:R:3:mulliken_charge:R:1 method="wB97M-V/def2-TZVPD" lumo_energy_ha="-0.067 / -0.067" homo_lumo_gap_ev="7.10 / 7.10" e_homo_ev="-8.93 / -8.93"
C -1.16839 0.57251 -0.41402 0.225
C -0.23068 0.26859 0.50561 -0.148
C 1.08024 -0.24923 -1.45642 0.315
N -0.91469 0.78907 -1.71063 -0.731
N 0.22601 0.34983 -2.09617 0.150
N -0.23131 -0.51446 1.95288 0.916
O -1.36409 -0.88961 2.19186 -0.547
O 0.81330 -0.63080 2.55354 -0.527
Br 1.62525 0.99866 0.68225 -0.091
Br 2.46543 -1.28815 -1.87308 0.045
H -2.30107 0.59359 -0.33581 0.393

=====

9
Properties=species:S:1:pos:R:3:mulliken_charge:R:1 method="wB97M-V/def2-TZVPD" lumo_energy_ha=0.023 homo_lumo_gap_ev=9.55 e_homo_ev=-8.91
C -1.06421 -0.50616 0.36972 -0.400
C -0.94559 0.17515 -0.76553 -0.406
O 1.63930 0.52283 0.62420 -0.581
I -0.86953 -0.65223 -2.72804 0.023
H 2.26059 0.08399 0.08709 0.293
H -1.19892 -1.61195 0.36773 0.222
H -0.89347 -0.02727 1.35990 0.217
H -1.00849 1.30443 -0.81904 0.325
H 2.08031 0.71123 1.50397 0.306

=====

115
Properties=species:S:1:pos:R:3:mulliken_charge:R:1 method="wB97M-V/def2-TZVPD" lumo_energy_ha=0.098 homo_lumo_gap_ev=7.95 e_homo_ev=-5.29 total_charge=-1
C 12.69300 -6.54100 8.61600 2.115
O 13.28300 -5.31600 8.08100 0.079
H 11.77500 -6.73600 8.00500 -0.216
H 12.34700 -6.50500 9.62100 -0.801
H 13.36700 -7.41200 8.70500 -0.814
N 9.12100 -9.19900 9.19700 -0.069
C 9.45000 -8.22100 10.05900 -0.029
C 8.16800 -7.86800 10.64300 -0.617
C 7.19600 -8.55100 9.88400 -0.812
C 7.74500 -9.44800 9.01600 -0.700
H 9.74300 -9.77100 8.68200 0.943
H 10.45200 -7.84800 10.19200 0.016
H 8.15200 -7.08200 11.37500 0.509
H 6.15200 -8.39000 10.03800 0.404
H 7.35100 -10.17700 8.29500 0.467
N 10.83200 -4.00600 8.26800 2.146
C 9.56000 -4.40300 8.63900 -1.272
C 8.67400 -3.44900 8.22100 -0.836
C 9.39600 -2.34100 7.73800 -1.004
C 10.78400 -2.70300 7.75200 -0.538
H 11.72200 -4.50300 8.46100 -1.012
H 9.48800 -5.39900 9.09200 0.862
H 7.61100 -3.57200 8.23100 0.453
H 9.02700 -1.39300 7.40300 0.454
H 11.70400 -2.19400 7.44200 0.270
N 11.59300 -10.82400 8.53500 0.689
C 10.71000 -11.89600 8.65400 -0.405
C 9.90200 -11.90400 7.55900 -0.752
C 10.26200 -10.85300 6.64600 -0.724
C 11.36200 -10.09700 7.35700 -0.593
H 12.36400 -10.48500 9.15600 0.101
H 10.74200 -12.55600 9.47800 0.505
H 9.05000 -12.59100 7.39400 0.367
H 9.88600 -10.48900 5.67400 0.437
H 11.88100 -9.20600 7.05200 0.402
N 14.13100 -2.43100 7.31200 0.616
C 14.45000 -2.06500 6.06700 -0.321
C 14.55500 -0.56000 6.05600 -0.933
C 14.26600 -0.23500 7.36900 -0.656
C 14.08400 -1.36700 8.11700 -0.142
H 14.00800 -3.43000 7.52400 -0.337
H 14.51800 -2.88500 5.37800 0.362
H 14.80600 0.14800 5.22500 0.328
H 14.40700 0.70600 7.81400 0.484
H 13.95800 -1.41000 9.21800 0.141
N 15.73500 -6.18900 8.39800 2.619
C 16.17700 -6.98200 9.44400 -0.635
C 17.63600 -7.05100 9.18800 -1.421
C 17.91000 -6.19900 8.06400 -0.915
C 16.71400 -5.75700 7.54300 -0.466
H 14.70900 -5.96800 8.29400 -0.302
H 15.59700 -7.39100 10.21900 0.850
H 18.30200 -7.64200 9.82200 0.418
H 18.80100 -5.91900 7.54900 0.466
H 16.50600 -5.21900 6.53700 0.181
N 12.98400 -5.04200 5.38100 0.787
C 12.02800 -4.25900 4.70000 -0.627
C 12.47300 -4.16500 3.41700 -0.531
C 13.68400 -4.88100 3.25400 -1.142
C 14.11800 -5.36500 4.62200 -0.190
H 12.93400 -5.24100 6.42700 -0.552
H 11.23000 -3.79200 5.32700 0.527
H 12.03300 -3.56300 2.58500 0.341
H 14.22600 -5.11000 2.35200 0.428
H 14.92000 -5.94300 5.06500 0.421
N 13.74700 -3.96900 10.27600 1.567
C 12.78500 -3.16400 10.86600 -0.422
C 13.38600 -2.50400 11.90900 -0.396
C 14.71600 -2.93000 12.11400 -0.909
C 15.00100 -3.80900 10.91400 -0.809
H 13.53700 -4.57300 9.47600 -0.507
H 11.71300 -3.09500 10.51200 0.072
H 12.81000 -1.82600 12.59300 0.314
H 15.47000 -2.54200 12.84100 0.379
H 15.90000 -4.42200 10.58700 0.234
N 12.84400 -6.22800 11.96000 0.325
C 11.66900 -6.92700 12.25900 -0.695
C 12.17700 -8.01800 13.16700 -0.823
C 13.53300 -7.79200 13.31900 -1.022
C 13.95200 -6.69900 12.59800 -0.378
H 12.87200 -5.32700 11.43600 0.203
H 10.65200 -6.71600 11.98800 0.888
H 11.49100 -8.68800 13.62700 0.521
H 14.12500 -8.33400 13.99300 0.529
H 14.93800 -6.29200 12.58100 0.499
N 9.09600 -6.09200 6.26500 0.581
C 9.00200 -5.92000 4.89300 -0.320
C 7.84200 -6.89800 4.57900 -0.821
C 7.50800 -7.56800 5.72000 -0.563
C 8.25300 -7.07600 6.72800 -0.042
H 9.71800 -5.64000 6.92800 -0.099
H 9.62800 -5.36300 4.22800 0.367
H 7.45800 -7.01800 3.60200 0.436
H 6.80300 -8.36400 5.92200 0.428
H 8.37400 -7.39300 7.72600 0.160
N 15.47800 -8.46800 6.82100 0.265
C 14.32100 -8.62700 6.13200 -0.918
C 14.33700 -9.84800 5.53400 -0.431
C 15.52600 -10.55000 5.96100 -1.110
C 16.27000 -9.58400 6.86000 -0.323
H 15.73400 -7.58000 7.29300 0.102
H 13.62000 -7.86300 5.99100 0.793
H 13.54700 -10.22500 4.88900 0.470
H 15.92100 -11.51900 5.67600 0.453
H 17.19500 -9.49900 7.33800 0.580
N 14.47300 -10.09400 9.25900 0.347
C 13.95500 -9.60200 10.46200 -0.437
C 13.58000 -10.73500 11.19100 -0.029
C 13.84200 -11.90800 10.42300 -1.283
C 14.47500 -11.46800 9.08300 -0.268
H 14.92700 -9.55500 8.54900 0.013
H 13.74400 -8.53600 10.64600 -0.100
H 13.15300 -10.77700 12.21200 0.384
H 13.65400 -12.93100 10.62600 0.501
H 14.83100 -12.03400 8.26000 0.470